No. 1
# C4H12N4

2 unconnected molecules or ions with the total composition C4H12N4 at a distorted geometry (wB97M-V/def2-TZVPD, the Open Molecules 2025 dataset).

max |F|: 4.7 eV/Å
relative energy (zero: lowest compared OMol25 entry of this formula, charge and spin): 318.1 kJ/mol
net charge: 0
SMILES: [H]/N=C(\N)C(=C)C.NN
frontier orbital gap: 9.49 eV

CARTESIAN COORDINATES (ANGSTROEM)
C -0.61 1.66 1.32
C -0.95 0.74 0.18
C -1.45 1.21 -0.96
H 1.52 0.69 -0.55
H -1.00 1.25 2.26
H 0.47 1.76 1.43
H -1.04 2.65 1.17
H -1.75 2.24 -1.08
H -1.75 0.54 -1.75
N 1.73 -0.31 -0.43
C -0.48 -0.91 0.19
N 1.79 -0.99 -1.69
N 0.07 -1.27 1.40
N -1.22 -1.67 -0.52
H 2.60 -0.49 0.07
H 0.86 -1.37 -1.86
H 1.90 -0.31 -2.44
H 0.73 -0.59 1.75
H 0.03 -2.26 1.62
H -1.44 -2.57 -0.10

=====

No. 2
# C6H5NO2

C6H5NO2 in the gas phase at a distorted geometry (wB97M-V/def2-TZVPD, the Open Molecules 2025 dataset).

max |F|: 6.3 eV/Å
relative energy (zero: lowest compared OMol25 entry of this formula, charge and spin): 340.8 kJ/mol
net charge: 0
SMILES: O=c1cccc(O)nc1
frontier orbital gap: 7.63 eV

CARTESIAN COORDINATES (ANGSTROEM)
C 1.37 -0.39 -0.24
C 1.09 0.94 -0.14
C -0.10 1.58 -0.08
C -1.31 0.95 -0.05
C -1.69 -0.44 0.03
C -0.79 -1.51 -0.03
H 2.88 -1.52 0.44
H 1.94 1.51 0.20
H -0.15 2.72 0.26
H -2.30 1.53 -0.19
H -1.35 -2.50 -0.22
N 0.53 -1.48 -0.22
O 2.69 -0.65 0.15
O -2.81 -0.73 0.09

=====

No. 3
# C14H14BF4N7O4S5Y

A molecular structure, C14H14BF4N7O4S5Y (wB97M-V/def2-TZVPD, the Open Molecules 2025 dataset).

max |F|: 0.3 eV/Å
relative energy (zero: lowest compared OMol25 entry of this formula, charge and spin): 172.5 kJ/mol
net charge: -1
frontier orbital gap: 6.73 eV

CARTESIAN COORDINATES (ANGSTROEM)
Y -0.24 -1.29 -1.27
O 3.45 -0.09 0.67
C 2.35 -0.50 0.35
O 1.80 -0.45 -0.80
C 1.46 -1.08 1.46
C 2.03 -1.57 2.62
C 1.19 -2.08 3.59
C -0.19 -2.07 3.37
C -0.66 -1.57 2.17
N 0.15 -1.10 1.22
H 3.10 -1.53 2.73
H 1.58 -2.49 4.51
H -0.88 -2.46 4.10
H -1.72 -1.57 1.94
S 1.00 -3.70 -0.63
S 0.07 -5.09 -1.77
S -1.91 -5.35 -0.97
S -2.45 -3.65 -0.15
N -1.91 1.13 0.09
N -3.13 1.00 -0.58
C -3.40 -0.20 -1.18
N -4.49 -0.22 -1.99
N -2.64 -1.21 -0.89
N -2.83 -2.49 -1.63
O -3.93 -2.71 -2.22
O -1.71 -2.58 -2.40
H -2.07 1.55 1.00
H -1.22 1.67 -0.43
H -3.46 1.82 -1.08
H -4.74 0.64 -2.44
H -4.57 -1.10 -2.50
S 3.06 2.99 -1.61
C 1.37 2.66 -1.72
N 0.73 2.52 -0.61
C 1.61 2.68 0.46
C 1.27 2.53 1.81
C 2.26 2.65 2.76
C 3.58 2.92 2.39
C 3.93 3.07 1.07
C 2.94 2.94 0.11
H 0.90 2.54 -2.69
H 0.25 2.30 2.08
H 2.01 2.53 3.81
H 4.34 3.00 3.16
H 4.96 3.24 0.78
F 0.24 -0.73 -3.60
B -0.67 0.36 -3.81
F -0.93 0.78 -2.43
F -0.05 1.39 -4.48
F -1.85 -0.03 -4.38

=====

No. 4
# C23H20N6O7

2 unconnected molecules or ions with the total composition C23H20N6O7 at a distorted geometry (wB97M-V/def2-TZVPD, the Open Molecules 2025 dataset).

max |F|: 3.5 eV/Å
relative energy (zero: lowest compared OMol25 entry of this formula, charge and spin): 97.5 kJ/mol
net charge: 0
frontier orbital gap: 6.30 eV

CARTESIAN COORDINATES (ANGSTROEM)
O -0.97 8.63 -1.22
N -0.33 7.60 -1.13
C -0.62 6.32 -0.67
C 0.57 5.59 -0.71
N 1.63 6.37 -1.11
O 1.06 7.61 -1.32
C 0.50 4.16 -0.52
N 1.54 3.27 -1.06
O 2.76 3.49 -1.05
O 1.06 2.21 -1.55
C -0.75 3.55 -0.18
C -1.92 4.28 -0.38
N -3.14 3.86 -0.94
O -3.64 2.77 -1.12
O -3.71 5.00 -1.57
N -2.98 6.13 -1.31
C -1.89 5.68 -0.61
H -0.81 2.49 0.08
O -0.88 -1.46 -1.01
C -0.01 -2.10 -0.08
C -0.13 -3.59 -0.40
C -0.44 -3.89 -1.72
C -0.55 -5.22 -2.12
C -0.32 -6.25 -1.19
C 0.06 -5.94 0.12
C 0.14 -4.60 0.53
C 1.45 -1.62 -0.23
C 1.72 -0.27 -0.44
C 3.04 0.18 -0.47
C 4.09 -0.73 -0.37
C 3.83 -2.08 -0.15
C 2.50 -2.53 -0.09
C -0.38 -1.72 1.36
C -1.55 -2.48 1.98
C -2.05 -1.51 3.06
C -1.35 -0.14 2.79
N -0.78 -0.29 1.45
H -1.18 -0.60 -0.64
H -0.60 -3.07 -2.43
H -0.81 -5.43 -3.16
H -0.41 -7.29 -1.51
H 0.29 -6.74 0.84
H 0.44 -4.36 1.55
H 0.90 0.43 -0.62
H 3.25 1.25 -0.57
H 5.12 -0.38 -0.48
H 4.62 -2.81 0.01
H 2.28 -3.58 0.07
H 0.52 -1.89 2.00
H -2.31 -2.67 1.23
H -1.22 -3.44 2.37
H -3.14 -1.40 2.98
H -1.82 -1.88 4.07
H -2.07 0.69 2.83
H -0.57 0.03 3.56
H -0.01 0.36 1.24

=====

No. 5
# C19H26N3PPdS3

A molecular structure, C19H26N3PPdS3 at a distorted geometry (wB97M-V/def2-TZVPD, the Open Molecules 2025 dataset).

max |F|: 1.3 eV/Å
relative energy (zero: lowest compared OMol25 entry of this formula, charge and spin): 91.3 kJ/mol
net charge: 0
frontier orbital gap (alpha / beta): 6.45 / 6.40 eV

CARTESIAN COORDINATES (ANGSTROEM)
Pd 0.99 0.49 -0.35
C 3.32 -0.98 -1.76
N 3.18 0.34 -1.15
C 3.47 1.39 -2.12
C 4.01 0.48 0.05
C 3.44 -0.22 1.28
N 2.17 0.34 1.76
C 1.65 -0.54 2.82
C 2.34 1.68 2.31
H 4.35 -1.16 -2.10
H 2.65 -1.04 -2.62
H 3.03 -1.76 -1.06
H 4.52 1.36 -2.43
H 3.24 2.36 -1.69
H 2.83 1.25 -2.99
H 4.11 1.55 0.25
H 5.02 0.08 -0.13
H 4.20 -0.17 2.07
H 3.26 -1.27 1.04
H 2.33 -0.52 3.69
H 1.56 -1.56 2.46
H 0.67 -0.20 3.14
H 3.12 1.70 3.08
H 1.40 2.02 2.75
H 2.60 2.39 1.52
S -0.44 0.19 -2.42
P -1.20 -0.81 -0.85
S 0.19 -1.89 0.11
C -2.08 0.35 0.27
C -1.36 1.08 1.22
C -2.01 1.98 2.04
C -3.38 2.16 1.93
C -4.09 1.45 0.98
C -3.45 0.55 0.15
C -2.54 -1.93 -1.35
C -3.05 -2.83 -0.42
C -4.12 -3.64 -0.75
C -4.67 -3.55 -2.02
C -4.16 -2.67 -2.96
C -3.09 -1.85 -2.62
H -0.28 0.94 1.32
H -1.44 2.55 2.76
H -3.89 2.87 2.57
H -5.16 1.60 0.88
H -4.01 0.01 -0.60
H -2.61 -2.88 0.57
H -4.51 -4.33 -0.03
H -5.51 -4.19 -2.29
H -4.60 -2.60 -3.95
H -2.67 -1.15 -3.34
S -0.83 4.52 -0.17
C 0.30 3.41 -0.36
N 1.20 2.65 -0.49

=====

No. 6
# C25H68BClN13O28P

13 unconnected molecules or ions with the total composition C25H68BClN13O28P at a distorted geometry (wB97M-V/def2-TZVPD, the Open Molecules 2025 dataset).

max |F|: 1.1 eV/Å
relative energy (zero: lowest compared OMol25 entry of this formula, charge and spin): 0.0 kJ/mol
net charge: 0
frontier orbital gap: 8.97 eV

CARTESIAN COORDINATES (ANGSTROEM)
C 3.06 0.57 1.42
O 2.40 1.75 1.03
C 1.03 1.52 0.72
C 0.50 2.69 -0.10
C -0.40 3.70 0.64
C -1.75 4.00 -0.05
P -3.26 3.67 0.90
Cl -3.34 5.95 1.43
C -4.78 3.85 -0.14
O -4.31 3.76 -1.47
C -5.29 3.26 -2.36
O -3.10 1.99 0.58
C -4.03 1.06 1.11
C -4.34 -0.07 0.13
C -5.59 -0.82 0.64
C -3.15 -1.03 -0.05
C -1.92 -0.34 -0.65
C -2.79 -1.81 1.23
B -3.35 3.41 2.86
N -2.45 2.51 3.46
O -4.28 4.10 3.61
H 3.18 -0.12 0.57
H 2.53 0.04 2.22
H 4.05 0.86 1.78
H 0.94 0.58 0.16
H 0.47 1.40 1.65
H 1.39 3.22 -0.45
H -0.02 2.30 -0.98
H 0.14 4.65 0.69
H -0.53 3.40 1.69
H -1.80 5.02 -0.40
H -1.86 3.35 -0.93
H -5.25 4.82 0.05
H -5.49 3.06 0.10
H -4.83 3.20 -3.34
H -5.62 2.25 -2.06
H -6.16 3.92 -2.40
H -4.97 1.56 1.39
H -3.63 0.63 2.03
H -4.59 0.39 -0.83
H -6.48 -0.54 0.07
H -5.80 -0.59 1.69
H -5.47 -1.90 0.58
H -3.47 -1.79 -0.78
H -1.29 -1.06 -1.16
H -2.21 0.47 -1.33
H -1.33 0.11 0.15
H -3.37 -2.73 1.30
H -1.75 -2.12 1.15
H -2.88 -1.21 2.13
H -1.95 1.87 2.85
H -2.78 2.05 4.30
H -3.92 4.85 4.08
C 0.53 1.02 5.90
N 0.21 -0.16 5.05
O -0.30 0.08 3.97
O 0.48 -1.26 5.46
H 0.22 1.90 5.36
H 0.00 0.91 6.84
H 1.61 1.01 6.07
C -0.39 -5.25 -2.13
N -0.79 -3.97 -1.49
O -1.69 -4.01 -0.68
O -0.19 -2.97 -1.82
H -1.00 -6.04 -1.74
H -0.53 -5.14 -3.21
H 0.66 -5.41 -1.89
C 1.27 5.59 4.38
N 0.97 4.56 5.41
O -0.19 4.34 5.69
O 1.92 3.99 5.91
H 0.32 5.99 4.03
H 1.89 6.34 4.85
H 1.81 5.09 3.58
C 3.46 -2.74 -2.74
N 3.03 -4.12 -2.38
O 2.49 -4.29 -1.31
O 3.25 -4.99 -3.19
H 3.20 -2.08 -1.92
H 4.53 -2.78 -2.90
H 2.94 -2.47 -3.65
C -2.16 -2.75 -5.41
N -1.05 -3.73 -5.26
O 0.06 -3.31 -5.04
O -1.34 -4.91 -5.36
H -1.74 -1.76 -5.28
H -2.59 -2.87 -6.40
H -2.89 -2.97 -4.64
C 0.93 -3.37 2.19
N 0.50 -4.75 2.51
O -0.04 -4.95 3.58
O 0.73 -5.61 1.69
H 0.67 -2.72 3.02
H 2.01 -3.39 2.03
H 0.41 -3.07 1.28
C -1.48 2.07 -6.78
N -2.02 0.74 -6.41
O -2.61 0.62 -5.36
O -1.84 -0.17 -7.20
H -1.71 2.76 -5.99
H -0.41 1.95 -6.91
H -1.94 2.36 -7.72
C 4.46 -0.76 -6.35
N 3.23 -0.09 -5.83
O 2.53 0.51 -6.62
O 3.02 -0.19 -4.64
H 4.52 -0.58 -7.42
H 5.30 -0.33 -5.82
H 4.37 -1.81 -6.12
C 1.94 4.56 9.34
N 2.51 5.90 9.01
O 3.48 6.27 9.63
O 1.96 6.52 8.13
H 2.52 4.12 10.14
H 0.91 4.72 9.64
H 1.98 3.98 8.43
C 2.66 2.52 -9.75
N 1.43 3.20 -9.25
O 0.73 3.78 -10.05
O 1.22 3.12 -8.06
H 2.72 2.67 -10.82
H 3.50 2.96 -9.23
H 2.56 1.47 -9.49
C 5.12 -6.46 0.38
N 5.67 -5.08 0.31
O 6.52 -4.76 1.11
O 5.20 -4.36 -0.54
H 5.62 -6.99 1.19
H 4.06 -6.37 0.56
H 5.30 -6.92 -0.59
C 2.33 -5.61 5.81
N 3.42 -6.05 4.90
O 4.25 -6.81 5.32
O 3.40 -5.60 3.77
H 2.49 -6.09 6.77
H 2.38 -4.53 5.88
H 1.39 -5.91 5.35